This record from the Open Molecules 2025 dataset describes a molecular structure, C12H28AsCl2FINO3P in a non-equilibrium geometry. The level of theory is the ωB97M-V functional and the def2-TZVPD basis.

Last column: natural (NBO) charge in e.
Geometry (Å):
C (-3.5169, -3.9478, 0.7446)  -0.609
C (-2.6907, -2.6575, 0.6129)  -0.410
C (-1.7564, -2.7704, -0.5832)  -0.209
N (-0.7476, -1.7364, -0.6502)  -1.001
As (0.8084, -2.0146, 0.4711)  1.025
C (0.0953, -0.7044, 1.8711)  -0.730
C (0.6521, 0.7001, 1.7477)  -0.411
C (0.2446, 1.3991, 0.4462)  -0.564
C (-0.7544, 2.5004, 0.6221)  0.825
O (-1.1818, 2.8987, 1.6308)  -0.556
O (-1.2107, 3.0708, -0.5617)  -0.553
C (-0.1799, 3.6155, -1.3782)  -0.076
C (0.2708, 2.6902, -2.5204)  -0.649
C (1.7220, -3.2644, -0.8978)  -0.092
C (2.9258, -2.5689, -1.5074)  -0.663
F (0.9105, -3.6177, -1.9764)  -0.400
P (2.7093, -2.5659, 1.8548)  0.467
O (3.0855, -1.2529, 2.8469)  -1.017
I (1.9237, -4.2945, 3.4515)  -0.255
H (-4.4935, -3.8499, 0.2838)  0.189
H (-3.6154, -4.2727, 1.7723)  0.201
H (-3.0160, -4.7427, 0.2029)  0.200
H (-3.3354, -1.7866, 0.5522)  0.191
H (-2.1071, -2.5568, 1.5154)  0.209
H (-1.3142, -3.7706, -0.5953)  0.164
H (-2.3754, -2.7132, -1.4837)  0.173
H (-0.5058, -1.5133, -1.6068)  0.359
H (0.0510, -3.2242, 1.1554)  -0.189
H (1.6036, -0.8108, -0.1806)  -0.199
H (-0.9868, -0.6307, 1.8601)  0.209
H (0.3616, -1.1100, 2.8483)  0.186
H (0.2671, 1.2830, 2.5813)  0.214
H (1.7277, 0.7441, 1.8534)  0.209
H (1.1348, 1.8418, 0.0155)  0.225
H (-0.1464, 0.6758, -0.2624)  0.273
H (-0.5734, 4.5164, -1.8283)  0.186
H (0.6878, 3.9136, -0.8027)  0.167
H (0.1577, 3.1446, -3.4978)  0.203
H (-0.2454, 1.7391, -2.5062)  0.234
H (1.3248, 2.4737, -2.3891)  0.208
H (2.0740, -4.1591, -0.3854)  0.151
H (3.6694, -2.3126, -0.7687)  0.225
H (2.5585, -1.7133, -2.0684)  0.203
H (3.3431, -3.2571, -2.2396)  0.198
H (2.6309, -1.3647, 3.6938)  0.482
C (-0.4796, 7.5130, -0.6726)  -0.393
Cl (0.3184, 6.8655, -2.1104)  -0.025
Cl (-0.7150, 9.2632, -0.7832)  -0.033
H (-1.4477, 7.0366, -0.5696)  0.230
H (0.1369, 7.2985, 0.1921)  0.226

Properties
- Total energy: -126519.730 eV
- HOMO energy: -3.7 eV
- Total charge: -1